A 7-piece molecular cluster, C35H76F3O20 overall. Source: the Open Molecules 2025 dataset; level of theory: ωB97M-V with the def2-TZVPD basis set.

As for the orbital gap: 7.20 eV. The calculation puts the highest occupied orbital energy at -4.89 eV. Its total charge is -1. Its energy above the lowest of the compared OMol25 structures with the same formula, charge and spin is 19.1 kcal per mole.

Cartesian coordinates (Å):
O (-2.650, 6.116, 17.788)
C (-1.993, 7.275, 18.207)
O (-2.014, 7.499, 19.446)
O (-1.472, 7.985, 17.318)
H (-2.887, 5.881, 18.715)
C (-5.023, 7.776, 16.446)
O (-6.361, 8.084, 16.727)
C (-6.865, 7.392, 17.829)
C (-7.975, 8.198, 18.499)
O (-7.590, 9.498, 18.828)
C (-8.590, 10.170, 19.574)
C (-8.119, 11.538, 19.998)
O (-7.194, 11.472, 21.064)
C (-6.681, 12.743, 21.338)
H (-4.872, 6.741, 16.115)
H (-4.388, 7.775, 17.343)
H (-4.573, 8.512, 15.788)
H (-6.063, 7.200, 18.544)
H (-7.355, 6.453, 17.543)
H (-8.429, 7.657, 19.340)
H (-8.809, 8.167, 17.774)
H (-8.823, 9.553, 20.448)
H (-9.475, 10.258, 18.934)
H (-9.011, 12.095, 20.310)
H (-7.696, 12.098, 19.160)
H (-6.129, 13.215, 20.514)
H (-5.966, 12.711, 22.159)
H (-7.489, 13.440, 21.597)
C (-4.677, 9.419, 10.864)
O (-4.237, 8.878, 12.113)
C (-2.826, 8.955, 12.223)
C (-2.417, 8.132, 13.413)
O (-2.512, 6.760, 13.053)
C (-2.661, 5.906, 14.148)
C (-1.358, 5.531, 14.843)
O (-0.396, 4.925, 14.007)
C (0.875, 4.913, 14.627)
H (-4.184, 8.990, 9.995)
H (-4.463, 10.492, 10.946)
H (-5.761, 9.343, 10.885)
H (-2.510, 9.996, 12.345)
H (-2.339, 8.486, 11.361)
H (-2.977, 8.361, 14.325)
H (-1.377, 8.311, 13.717)
H (-3.029, 4.932, 13.790)
H (-3.380, 6.228, 14.903)
H (-1.592, 4.900, 15.705)
H (-1.004, 6.487, 15.257)
H (1.493, 4.292, 13.979)
H (0.818, 4.520, 15.645)
H (1.291, 5.925, 14.658)
C (0.236, 10.593, 16.364)
O (-0.854, 11.034, 17.121)
C (-2.069, 11.075, 16.400)
C (-3.076, 11.898, 17.171)
O (-3.319, 11.465, 18.475)
C (-4.109, 10.291, 18.512)
C (-4.716, 10.020, 19.871)
O (-3.656, 9.806, 20.779)
C (-4.095, 9.520, 22.063)
H (1.115, 10.866, 16.946)
H (0.320, 11.055, 15.368)
H (0.181, 9.511, 16.195)
H (-2.486, 10.091, 16.158)
H (-1.799, 11.617, 15.480)
H (-4.003, 11.941, 16.573)
H (-2.806, 12.956, 17.242)
H (-3.522, 9.420, 18.207)
H (-4.902, 10.348, 17.752)
H (-5.236, 9.060, 19.783)
H (-5.361, 10.834, 20.212)
H (-3.228, 9.345, 22.692)
H (-4.623, 8.553, 22.165)
H (-4.810, 10.257, 22.451)
C (-2.884, 13.424, 21.015)
O (-1.934, 12.579, 21.598)
C (-2.110, 12.461, 22.999)
C (-1.054, 11.527, 23.491)
O (-1.123, 10.294, 22.842)
C (-0.222, 9.371, 23.406)
C (-0.261, 8.042, 22.669)
O (0.293, 8.240, 21.391)
C (0.909, 7.122, 20.821)
H (-3.903, 13.121, 21.285)
H (-2.768, 13.372, 19.937)
H (-2.764, 14.480, 21.300)
H (-3.115, 12.056, 23.192)
H (-2.090, 13.475, 23.416)
H (-1.102, 11.415, 24.584)
H (-0.105, 12.062, 23.324)
H (-0.396, 9.281, 24.489)
H (0.799, 9.773, 23.335)
H (-1.277, 7.643, 22.594)
H (0.414, 7.363, 23.207)
H (0.222, 6.272, 20.799)
H (1.843, 6.851, 21.336)
H (1.210, 7.310, 19.791)
C (-5.270, 3.859, 16.874)
O (-4.945, 2.549, 17.253)
C (-3.607, 2.212, 16.911)
C (-3.450, 0.725, 17.162)
O (-4.067, -0.024, 16.135)
C (-3.561, -1.327, 15.995)
C (-4.473, -2.063, 15.033)
O (-3.926, -3.368, 14.920)
C (-4.880, -4.385, 14.799)
H (-6.351, 3.983, 17.005)
H (-5.120, 4.162, 15.832)
H (-4.829, 4.609, 17.538)
H (-2.905, 2.779, 17.531)
H (-3.355, 2.419, 15.867)
H (-3.904, 0.456, 18.119)
H (-2.367, 0.547, 17.133)
H (-3.569, -1.876, 16.945)
H (-2.513, -1.305, 15.676)
H (-4.520, -1.570, 14.061)
H (-5.483, -2.087, 15.450)
H (-4.457, -5.352, 14.540)
H (-5.623, -4.143, 14.024)
H (-5.474, -4.457, 15.721)
C (-4.669, 4.260, 25.738)
C (-4.360, 5.550, 24.999)
O (-4.290, 5.374, 23.592)
C (-5.382, 5.539, 22.881)
O (-6.472, 5.767, 23.315)
C (-5.127, 5.540, 21.348)
F (-5.492, 4.347, 20.844)
F (-5.871, 6.499, 20.813)
F (-3.858, 5.731, 21.029)
H (-4.265, 4.285, 26.751)
H (-4.182, 3.400, 25.278)
H (-5.748, 4.116, 25.794)
H (-3.377, 5.890, 25.324)
H (-5.069, 6.333, 25.268)